P.
ORCA calculation (wB97M-V/def2-TZVPD) on a cluster of 2 separate species, C2H2Br3P in total.

Geometry as XYZ:
```
8
Properties=species:S:1:pos:R:3:lowdin_charge:R:1
C -1.2687 0.1910 -0.2804 -0.36
C -0.4869 0.4837 0.9313 -0.96
P -0.8648 -1.2963 0.8609 0.56
Br 1.0193 1.4399 1.3747 0.82
Br 3.5419 0.8643 -1.4032 -0.54
Br 1.0567 -1.8361 -0.0710 0.30
H -2.3728 0.1444 -0.2218 0.08
H -0.6246 0.0091 -1.1905 0.09
```

Results
**LUMO (spin up / spin down)**: -3.854 / -3.851 eV

Q.
ORCA calculation (wB97M-V/def2-TZVPD) on a cluster of 2 separate species, C2H2Br3P in total.

Geometry as XYZ:
```
8
Properties=species:S:1:pos:R:3:lowdin_charge:R:1
C 1.2194 0.7376 0.7061 -0.02
C 0.0947 0.2007 0.3517 -0.52
P -1.1390 -0.9471 0.7715 0.20
Br -0.2435 1.1416 -2.6270 -0.24
Br -0.3594 -2.5085 -0.6287 0.24
Br -3.0130 -0.2287 -0.3500 0.20
H 1.8897 1.3275 0.1688 0.06
H 1.5510 0.2770 1.6076 0.08
```

Results
**LUMO (spin up / spin down)**: -3.065 / -3.066 eV

Least stable of them? P.

P.
ORCA calculation (wB97M-V/def2-TZVPD) on a cluster of 2 separate species, C4H8N2 in total.

Geometry as XYZ:
```
14
Properties=species:S:1:pos:R:3:lowdin_charge:R:1
C -0.8632 0.0864 0.0680 0.19
C -2.0271 -0.0417 0.0535 -0.12
C 2.3029 -1.0941 0.3907 0.19
C 2.5258 1.0129 -0.8955 0.20
N 2.3596 -0.0281 -0.2353 0.02
N -3.3645 0.0952 0.4593 0.24
H 3.0838 -1.8515 0.1711 0.17
H 1.4009 -1.3329 0.9207 0.11
H 3.0869 1.8515 -0.5273 0.14
H 2.2017 1.1671 -1.9393 0.16
H 0.2287 0.0549 -0.2059 0.05
H -3.2997 0.6328 1.3246 0.20
H -3.5930 -0.9597 0.6522 0.25
H -4.0430 0.4074 -0.2370 0.20
```

Results
**LUMO**: -8.375 eV
**Total charge**: +2

Q.
ORCA calculation (wB97M-V/def2-TZVPD) on the ion C4H8N2 with charge +2.

Geometry as XYZ:
```
14
Properties=species:S:1:pos:R:3:lowdin_charge:R:1
C -0.3487 0.3022 0.0591 -0.23
C -2.7188 -0.5687 -0.0991 0.21
C 0.8042 -0.6271 0.1136 0.24
C 2.2077 -0.3798 -0.0294 0.05
N -1.5841 -0.1654 0.1375 0.17
N -0.1407 1.6100 0.0029 0.27
H -3.4103 -0.8137 0.7181 0.15
H -3.1108 -0.7042 -1.1163 0.16
H 0.5137 -1.6636 0.2928 0.17
H 2.7426 -0.8727 0.8148 0.19
H 2.5376 0.6453 -0.1869 0.12
H 2.6424 -1.0567 -0.8009 0.19
H 0.7725 2.0233 0.1505 0.15
H -0.9073 2.2710 -0.0569 0.17
```

Results
**LUMO**: -12.861 eV
**Total charge**: +2

Least stable of them? P.

P.
ORCA calculation (wB97M-V/def2-TZVPD) on the ion C4H14N2O with charge +2.

Geometry as XYZ:
```
21
Properties=species:S:1:pos:R:3:lowdin_charge:R:1
C 1.8396 -0.5334 0.8031 -0.23
O 3.0171 0.1940 0.9699 -0.01
C 0.7763 0.4313 0.3391 -0.25
C -0.4486 -0.3342 -0.1358 -0.12
C -1.8556 0.3898 -0.1817 -0.08
N -2.9254 -0.6688 -0.3109 0.20
N 1.3970 1.1134 -0.8765 0.24
H 1.9550 -1.4654 0.2248 0.15
H 1.4289 -0.8800 1.7583 0.15
H 3.6373 -0.1875 1.5968 0.14
H 0.7114 1.1536 1.1583 0.18
H -0.5859 -1.2302 0.4803 0.13
H -0.2604 -0.7817 -1.1189 0.13
H -1.9409 0.9208 -1.1279 0.14
H -1.9152 0.8672 0.7826 0.14
H -2.9449 -1.2777 0.5199 0.18
H -2.7339 -1.2495 -1.1306 0.18
H -3.9140 -0.3871 -0.3325 0.19
H 1.1634 2.1038 -1.0311 0.19
H 2.4079 1.2293 -0.6629 0.17
H 1.1911 0.5923 -1.7244 0.17
```

Results
**LUMO**: -6.931 eV
**SMILES**: [NH3+]CC[C@H]([NH3+])CO
**Total charge**: +2

Q.
ORCA calculation (wB97M-V/def2-TZVPD) on a cluster of 3 separate species, C4H14N2O in total.

Geometry as XYZ:
```
21
Properties=species:S:1:pos:R:3:lowdin_charge:R:1
C 0.6586 2.3644 1.0001 -0.15
C 1.4101 1.8794 2.2846 -0.09
C 1.8961 0.4138 2.2202 -0.17
C 3.3299 -1.0494 0.9988 0.00
N 2.7808 0.1907 1.1853 0.22
N -0.6704 2.5200 1.2363 0.37
H 1.0220 3.3139 0.5691 0.19
H 0.7670 1.5842 0.2040 0.23
H 2.2724 2.5185 2.4095 0.14
H 0.7389 1.9876 3.1310 0.13
H 2.3327 0.1218 3.2004 0.20
H 1.0112 -0.2603 2.1093 0.19
H 4.0362 -1.0159 0.1767 0.12
H 2.5567 -1.8073 0.7418 0.19
H -31.2366 -27.4851 -48.2769 0.00
H -30.8104 -27.5437 -47.6702 0.00
H -1.2589 1.4020 1.9855 -0.06
H -1.1846 3.1447 0.5959 0.18
H -2.1761 0.1987 2.6603 0.11
H 3.8406 -1.4516 1.9005 0.18
O -1.2811 0.5665 2.5194 0.02
```

Results
**LUMO**: -13.407 eV
**Total charge**: +2

Least stable of them? Q.

P.
ORCA calculation (wB97M-V/def2-TZVPD) on the molecule C4H3F3.

Geometry as XYZ:
```
10
Properties=species:S:1:pos:R:3:lowdin_charge:R:1
C -1.6168 -0.7049 -0.1026 -0.05
C -0.6469 0.1994 -0.1086 -0.24
C 0.7662 -0.2437 -0.0053 -0.33
C 1.6600 0.6915 0.1680 0.10
H -1.4981 -1.7229 -0.1252 0.10
H 1.4076 1.7146 0.1141 0.06
H 2.7082 0.4143 0.3436 0.09
F -2.8616 -0.2991 0.1491 0.05
F -0.8511 1.4961 -0.2573 0.11
F 0.9326 -1.5453 -0.1759 0.10
```

Results
**LUMO**: 0.848 eV
**SMILES**: C=C(F)/C(F)=C/F

Q.
ORCA calculation (wB97M-V/def2-TZVPD) on the molecule C4H3F3.

Geometry as XYZ:
```
10
Properties=species:S:1:pos:R:3:lowdin_charge:R:1
C 0.9224 0.7190 -1.0467 -0.14
C 0.1739 -0.3770 -0.8797 -0.07
C -0.5945 -0.7335 0.3047 -0.03
C -0.6816 -0.0326 1.4287 -0.38
H 1.0692 1.5147 -0.3224 0.11
H 0.1381 -1.0840 -1.7148 0.12
H -1.1422 -1.6688 0.2927 0.12
F 1.5828 0.9221 -2.2040 0.01
F -0.0791 1.1294 1.6626 0.13
F -1.3890 -0.3892 2.4789 0.13
```

Results
**LUMO**: 0.938 eV
**SMILES**: F/C=C/C=C(F)F

Least stable of them? P.

P.
ORCA calculation (wB97M-V/def2-TZVPD) on the molecule C22H25N3O5S2.

Geometry as XYZ:
```
57
Properties=species:S:1:pos:R:3:lowdin_charge:R:1
C 5.2931 4.1577 6.6356 -0.09
H 5.3562 4.7482 7.5483 0.09
O 4.4248 4.8646 5.7850 -0.09
C 4.1596 4.3464 4.5510 -0.27
C 4.6792 3.1575 4.0547 0.03
C 4.3557 2.7045 2.7835 -0.16
C 3.4823 3.4549 1.9891 -0.24
C 2.9694 4.6505 2.4801 -0.01
C 3.3022 5.0900 3.7451 0.00
H 2.9050 6.0163 4.1273 0.12
H 2.3022 5.2509 1.8826 0.11
O 3.1749 2.9411 0.7516 -0.12
C 2.5335 3.7795 -0.1779 -0.09
H 2.5129 3.2206 -1.1130 0.10
H 3.0861 4.7122 -0.3250 0.10
H 1.5061 4.0123 0.1243 0.09
C 4.9329 1.4064 2.2913 -0.11
H 4.9229 1.3883 1.2016 0.12
H 5.9635 1.3130 2.6373 0.12
C 4.1364 0.2017 2.8140 -0.16
N 2.8346 0.1257 2.2019 0.08
C 2.4457 -0.9296 1.4491 -0.45
O 3.1003 -1.9525 1.3628 0.06
C 1.1263 -0.7685 0.7718 -0.13
C 0.6486 0.4621 0.3304 -0.02
C -0.5727 0.5476 -0.3064 -0.02
C -1.3436 -0.5956 -0.5154 -0.22
C -0.8622 -1.8319 -0.0939 0.00
C 0.3640 -1.9090 0.5340 0.00
H 0.7558 -2.8618 0.8557 0.12
H -1.4547 -2.7128 -0.2715 0.09
N -2.5793 -0.4399 -1.1375 0.08
C -3.4288 -1.3940 -1.5496 -0.62
N -3.3310 -2.6419 -1.4025 0.06
C -4.3490 -3.4333 -2.0056 -0.37
C -3.7032 -4.3337 -3.0500 -0.16
H -4.2784 -5.2255 -3.2756 0.11
H -2.6818 -4.5796 -2.7825 0.12
S -3.7496 -3.2895 -4.5348 0.66
O -2.8474 -2.1836 -4.4076 -0.30
O -3.6869 -4.0742 -5.7340 -0.32
C -5.4565 -2.7474 -4.1954 -0.24
C -5.4316 -2.5145 -2.7004 -0.53
H -6.4162 -2.6644 -2.2527 0.10
S -4.9275 -0.8037 -2.3426 1.00
H -6.1037 -3.5693 -4.4892 0.11
H -5.6957 -1.8538 -4.7629 0.10
H -4.8249 -4.0369 -1.2217 0.15
H -2.8220 0.5049 -1.4014 0.13
H -0.9349 1.5056 -0.6538 0.11
H 1.2435 1.3542 0.4493 0.09
H 2.2783 0.9642 2.2174 0.12
H 4.0294 0.2743 3.9029 0.12
H 4.6488 -0.7314 2.5672 0.12
H 5.3576 2.5610 4.6448 0.11
H 6.2928 4.0596 6.1998 0.10
H 4.9017 3.1636 6.8757 0.10
```

Results
**LUMO**: 0.397 eV
**SMILES**: COc1ccc(OC)c(CCNC(=O)c2ccc(NC3=N[C@@H]4CS(=O)(=O)C[C@@H]4S3)cc2)c1

Q.
ORCA calculation (wB97M-V/def2-TZVPD) on the molecule C22H25N3O5S2.

Geometry as XYZ:
```
57
Properties=species:S:1:pos:R:3:lowdin_charge:R:1
C -4.2180 -1.6747 2.3338 -0.07
H -3.6181 -0.8361 2.6946 0.07
O -4.6284 -1.4681 0.9993 -0.07
C -3.7064 -1.4818 0.0115 -0.28
C -4.2082 -1.3014 -1.2812 -0.03
C -3.3647 -1.3611 -2.3684 -0.11
C -2.0140 -1.6064 -2.1950 -0.07
C -1.5053 -1.7667 -0.9117 -0.23
C -2.3429 -1.6942 0.1954 0.04
H -1.9231 -1.8217 1.1782 0.10
N -0.1386 -2.0777 -0.7953 0.15
C 0.6791 -2.0112 0.2852 -0.42
O 0.3585 -1.5463 1.3592 0.07
C 2.0534 -2.6309 0.0013 -0.20
C 2.7535 -1.9514 -1.2006 -0.11
C 4.1266 -1.3959 -0.8056 -0.19
N 4.0637 -0.5914 0.3838 -0.22
S 3.8066 1.0358 0.1906 0.67
O 4.6143 1.4563 -0.9166 -0.28
O 3.9952 1.6420 1.4729 -0.27
C 2.0820 1.2461 -0.2683 -0.26
C 1.1246 1.2513 0.7225 0.00
C -0.2225 1.3486 0.3892 -0.25
C -0.5817 1.5178 -0.9528 -0.45
C 0.3989 1.5232 -1.9399 -0.08
C 1.7303 1.3681 -1.6025 -0.07
H 2.5083 1.3751 -2.3490 0.12
H 0.0978 1.6471 -2.9682 0.11
S -2.2700 1.7148 -1.3921 1.05
C -2.8806 2.4445 0.1677 -0.50
C -2.3837 3.8760 0.3362 -0.09
H -2.7915 4.2991 1.2522 0.09
H -1.2967 3.9057 0.3901 0.08
H -2.7071 4.4828 -0.5062 0.08
C -2.4745 1.5956 1.3558 -0.50
O -3.2384 1.3235 2.2552 0.08
N -1.1719 1.2209 1.3924 0.16
H -0.8679 0.7207 2.2198 0.17
H -3.9692 2.4241 0.0862 0.12
H 1.4212 1.1877 1.7567 0.12
C 3.4770 -1.2153 1.5573 -0.17
C 2.9326 -2.6083 1.2554 -0.12
H 2.3389 -2.9354 2.1098 0.12
H 3.7583 -3.3088 1.1259 0.12
H 4.2423 -1.2747 2.3393 0.13
H 2.6702 -0.5837 1.9288 0.10
H 4.8371 -2.2119 -0.6413 0.13
H 4.5216 -0.7506 -1.5910 0.12
H 2.1447 -1.1220 -1.5670 0.09
H 2.8892 -2.6600 -2.0197 0.12
H 1.8545 -3.6817 -0.2430 0.15
H 0.2745 -2.4014 -1.6587 0.14
H -1.3550 -1.6718 -3.0483 0.11
H -3.7598 -1.2240 -3.3629 0.11
H -5.2653 -1.1284 -1.3989 0.12
H -5.1379 -1.7289 2.9133 0.10
H -3.6638 -2.6118 2.4426 0.10
```

Results
**LUMO**: 0.397 eV
**SMILES**: COc1cccc(NC(=O)C2CCN(S(=O)(=O)c3ccc4c(c3)NC(=O)[C@@H](C)S4)CC2)c1

Least stable of them? P.

P.
ORCA calculation (wB97M-V/def2-TZVPD) on the molecule C4H9NOS.

Geometry as XYZ:
```
16
Properties=species:S:1:pos:R:3:lowdin_charge:R:1
C 0.6877 -0.2535 -0.2114 -0.18
C 1.1322 -0.4656 -1.6638 -0.57
S 0.5784 -2.0298 -2.3672 0.70
C 0.0716 1.1218 0.0103 -0.51
N -0.6998 1.2966 1.1103 0.01
C -1.4587 0.2406 1.7742 -0.08
O 0.3342 2.0549 -0.7335 0.05
H -0.0699 -0.9810 0.0897 0.08
H 1.5236 -0.3145 0.4563 0.12
H 0.6571 0.3453 -2.2188 0.07
H 2.1992 -0.3214 -1.8146 0.07
H 1.1552 -2.8501 -1.4784 -0.15
H -1.1770 2.1881 1.1063 0.14
H -0.7698 -0.5044 2.1499 0.08
H -1.9338 0.6738 2.6481 0.08
H -2.2302 -0.2008 1.1425 0.09
```

Results
**LUMO**: 0.745 eV
**SMILES**: CNC(=O)CCS

Q.
ORCA calculation (wB97M-V/def2-TZVPD) on a cluster of 2 separate species, C4H9NOS in total.

Geometry as XYZ:
```
16
Properties=species:S:1:pos:R:3:lowdin_charge:R:1
C -1.0855 -1.4362 1.2375 -0.11
C -1.5867 -0.3341 0.3806 -0.16
C -1.0067 -1.4711 -0.1874 -0.02
C 3.3276 0.5813 -1.1816 -0.20
N 1.1862 -0.8396 -1.0126 -0.28
O 2.3447 -0.2217 1.3056 -0.56
S 1.8446 0.2599 0.0110 0.72
H -0.2009 -1.2024 1.9305 0.15
H -1.6963 -2.1320 1.6532 0.07
H -2.6288 -0.1309 0.0678 0.13
H -1.0530 0.5542 0.4463 0.07
H -1.4183 -2.0730 -0.9066 0.09
H 2.9169 0.3737 -2.0964 -0.02
H 4.1420 -0.1532 -0.9158 0.06
H 3.8212 1.5087 -0.9166 0.03
H 1.5566 -1.7789 -1.1310 0.01
```

Results
**LUMO (spin up / spin down)**: -0.866 / -0.660 eV

R.
ORCA calculation (wB97M-V/def2-TZVPD) on the molecule C4H9NOS.

Geometry as XYZ:
```
16
Properties=species:S:1:pos:R:3:lowdin_charge:R:1
O 1.8349 -1.1528 2.0246 0.06
C 1.7454 -0.8129 0.8756 -0.23
C 0.3981 -0.7773 0.1565 -0.39
C 0.0160 0.5270 -0.5430 -0.24
C -1.3448 1.0677 -0.1219 -0.58
S -1.3246 2.0486 1.4079 0.70
N 0.3725 -1.9803 -0.6576 0.05
H 2.6684 -0.4789 0.3599 0.13
H -0.2701 -0.9371 0.9987 0.13
H 0.7662 1.3094 -0.5194 0.10
H -0.0226 0.2898 -1.6204 0.11
H -2.0714 0.2593 0.0058 0.07
H -1.7474 1.6828 -0.9215 0.07
H -1.0404 3.2121 0.8105 -0.15
H -0.5300 -2.4355 -0.6133 0.08
H 0.5498 -1.8219 -1.6422 0.07
```

Results
**LUMO**: 0.744 eV
**SMILES**: N[C@@H](C=O)CCS

S.
ORCA calculation (wB97M-V/def2-TZVPD) on the molecule C4H9NOS.

Geometry as XYZ:
```
16
Properties=species:S:1:pos:R:3:lowdin_charge:R:1
O -2.0443 0.7308 0.4322 0.07
C -1.2389 0.9309 -0.4462 -0.52
N -0.0993 0.1283 -0.6359 0.02
C 0.0426 -1.0720 0.1546 -0.30
C 1.3680 -1.0971 0.9185 -0.57
S 1.5562 -2.7232 1.6702 0.72
C -1.2799 2.0854 -1.4246 -0.01
H 0.7222 0.7218 -0.6777 0.12
H 0.0042 -1.9399 -0.5018 0.11
H -0.7736 -1.1653 0.8626 0.11
H 2.1749 -0.9189 0.1916 0.07
H 1.4721 -0.2805 1.6265 0.08
H 2.0863 -2.3969 2.8469 -0.16
H -1.5224 1.6798 -2.4095 0.09
H -0.3260 2.5986 -1.4039 0.08
H -2.1420 2.7183 -1.2033 0.08
```

Results
**LUMO**: 0.752 eV
**SMILES**: CC(=O)NCCS

Least stable of them? Q.